35
Properties=species:S:1:pos:R:3 method="wB97M-V/def2-TZVPD" de_lowest_kcal_mol=20.5 total_charge=0 spin_multiplicity=1 smiles="NC(N)=O.NC(N)=O.NC(N)=O.NC(N)=O.O" gap_ev=9.647
C -1.37 1.94 2.33
O -2.39 1.93 1.63
N -0.72 0.93 2.98
N -0.78 3.09 2.70
H -0.06 1.20 3.68
H -0.65 -0.02 2.62
H -1.10 4.00 2.41
H 0.12 2.98 3.12
C 0.09 -2.55 -3.24
O 1.19 -3.05 -3.47
N -1.10 -3.15 -3.36
N -0.04 -1.24 -2.94
H -1.14 -3.98 -3.93
H -1.88 -2.52 -3.27
H -0.97 -0.88 -2.84
H 0.75 -0.73 -2.55
C 2.44 3.57 0.19
O 3.27 4.47 0.15
N 2.26 2.71 1.21
N 1.47 3.47 -0.79
H 1.50 2.05 1.24
H 2.90 2.91 1.96
H 0.87 2.68 -0.63
H 1.58 4.08 -1.57
C -0.51 -2.73 0.58
O -0.18 -1.75 1.29
N -1.69 -2.81 -0.06
N 0.14 -3.89 0.58
H -2.33 -2.04 0.07
H -1.78 -3.28 -0.95
H -0.24 -4.78 0.33
H 1.02 -4.01 1.05
O 0.11 0.65 -0.28
H -0.06 -0.32 -0.19
H -0.75 1.06 -0.08